1.
Here is an isolated molecule of CHN3O2 at a distorted geometry from the OMol25 dataset. Energies are from the ωB97M-V functional and the def2-TZVPD basis.

Each atom is followed by the atoms it is bonded to, with distances in Å.
Element x y z (Å)
1 C 0.23 -0.28 -0.32  N3 1.357, O6 1.349, O7 1.398
2 H 1.85 -0.77 0.49  O6 0.984
3 N -1.06 -0.67 -0.40  C1 1.357, N4 1.325
4 N -1.71 0.43 -0.04  N3 1.325, N5 1.231
5 N -1.00 1.38 0.31  N4 1.231, O7 1.417
6 O 1.33 -1.07 -0.29  C1 1.349, H2 0.984
7 O 0.36 0.99 0.25  C1 1.398, N5 1.417

Properties
Multiplicity: 1
Structure (SMILES): Oc1nnno1
M: 87.04 u
Total energy: -9615.4747 eV
HOMO energy: -0.4077 Eh
Charge: 0
Kohn-Sham gap: 0.402 Ha
LUMO level: -0.15 eV
Relative energy (zero: lowest compared OMol25 entry of this formula, charge and spin): 186.4 kJ/mol



2.
Here is a cluster of 6 separate species, C5H22N2O6 in total at a distorted geometry from the OMol25 dataset. Energies are from the ωB97M-V functional and the def2-TZVPD basis.

Each atom is followed by the atoms it is bonded to, with distances in Å.
Element x y z (Å)
1 C 0.11 -2.25 2.27  C2 1.635, H9 1.077, H10 1.097, H11 1.107
2 C -0.51 -1.13 1.26  C1 1.635, C3 1.555, N6 1.474, H12 1.154
3 C -1.24 -1.74 0.02  C2 1.555, C4 1.507, H13 1.052, H14 1.112
4 C -2.72 -1.65 0.29  C3 1.507, O5 1.206, H15 1.098
5 O -3.28 -0.62 0.01  C4 1.206
6 N 0.51 -0.17 0.81  C2 1.474, C7 1.403, H16 1.038
7 C 1.11 0.47 1.90  N6 1.403, N8 1.500, H17 1.155, H18 1.123
8 N 0.37 1.77 2.02  C7 1.500, H19 1.012, H20 1.114
9 H -0.54 -2.46 3.10  C1 1.077
10 H 0.42 -3.12 1.68  C1 1.097
11 H 1.11 -1.85 2.52  C1 1.107
12 H -1.26 -0.62 1.97  C2 1.154
13 H -0.86 -1.20 -0.80  C3 1.052
14 H -0.95 -2.81 0.07  C3 1.112
15 H -3.32 -2.48 0.70  C4 1.098
16 H 1.13 -0.47 0.03  N6 1.038
17 H 1.00 0.15 3.01  C7 1.155
18 H 2.22 0.63 1.82  C7 1.123
19 H 1.08 2.50 2.05  N8 1.012
20 H -0.36 1.97 1.20  N8 1.114
21 H 3.03 2.27 -1.63  O23 0.977
22 H 1.93 1.42 -1.72  O23 0.965
23 O 2.86 1.36 -1.94  H21 0.977, H22 0.965
24 H -1.83 0.42 -2.74  O26 0.969
25 H -0.66 -0.35 -3.39  O26 0.958
26 O -0.87 0.25 -2.67  H24 0.969, H25 0.958
27 H 0.60 2.57 -1.01  O29 0.965
28 H -0.22 3.66 -0.93  O29 0.996
29 O 0.76 3.52 -0.98  H27 0.965, H28 0.996
30 H -2.45 2.03 -0.03  O32 0.960
31 H -1.33 1.73 -1.02  O32 0.963
32 O -1.96 2.41 -0.76  H30 0.960, H31 0.963
33 H 2.33 -1.57 -2.92  O35 0.972
34 H 2.13 -2.54 -1.75  O35 0.959
35 O 1.66 -2.08 -2.44  H33 0.972, H34 0.959

Properties
Multiplicity: 2
M: 206.24 u
Total energy: -20796.5576 eV
HOMO energy (spin up / spin down): -0.4965 / -0.4957 Eh
Charge: +1
Kohn-Sham gap (spin up / spin down): 0.390 / 0.202 Ha
LUMO level (spin up / spin down): -2.90 / -7.99 eV
Relative energy (zero: lowest compared OMol25 entry of this formula, charge and spin): 233.5 kJ/mol



3.
Here is an isolated molecule of C5H5NO2 at a distorted geometry from the OMol25 dataset. Energies are from the ωB97M-V functional and the def2-TZVPD basis.

Each atom is followed by the atoms it is bonded to, with distances in Å.
Element x y z (Å)
1 C -2.12 1.08 0.12  C2 1.501, H6 1.011, H7 1.252, H8 1.024
2 C -1.36 -0.21 0.00  C1 1.501, C3 1.478, O12 1.290
3 C 0.12 -0.17 0.03  C2 1.478, N11 1.299, O13 1.357
4 C 2.13 -0.59 0.10  C5 1.446, H9 1.148, N11 1.289
5 C 2.03 0.83 -0.11  C4 1.446, H10 0.902, O13 1.342
6 H -3.07 0.85 -0.16  C1 1.011
7 H -1.98 1.77 1.15  C1 1.252
8 H -1.93 1.79 -0.59  C1 1.024
9 H 3.06 -1.27 0.12  C4 1.148
10 H 2.76 1.36 -0.02  C5 0.902
11 N 0.97 -1.15 0.10  C3 1.299, C4 1.289
12 O -2.02 -1.31 -0.12  C2 1.290
13 O 0.71 1.05 -0.12  C3 1.357, C5 1.342

Properties
Multiplicity: 1
Structure (SMILES): CC(=O)c1ncco1
M: 111.10 u
Total energy: -10847.8689 eV
HOMO energy: -0.3487 Eh
Charge: 0
Kohn-Sham gap: 0.334 Ha
LUMO level: -0.41 eV
Relative energy (zero: lowest compared OMol25 entry of this formula, charge and spin): 332.5 kJ/mol



4.
Here is a cluster of 11 separate species, C4H29NO12 in total at a distorted geometry from the OMol25 dataset. Energies are from the ωB97M-V functional and the def2-TZVPD basis.

Each atom is followed by the atoms it is bonded to, with distances in Å.
Element x y z (Å)
1 C -2.69 1.42 -1.74  C2 1.524, H8 1.108, H9 1.081, H10 1.096
2 C -1.58 1.99 -0.86  C1 1.524, N3 1.476, H11 1.085, H12 1.082
3 N -1.51 1.14 0.35  C2 1.476, C4 1.470, H13 1.019
4 C -0.25 1.27 1.10  N3 1.470, C5 1.490, H14 1.119, H15 1.089
5 C 0.27 -0.10 1.38  C4 1.490, O6 1.342, O7 1.214
6 O -0.42 -0.69 2.37  C5 1.342, H16 0.996
7 O 1.32 -0.54 0.95  C5 1.214
8 H -2.78 2.13 -2.59  C1 1.108
9 H -3.69 1.27 -1.36  C1 1.081
10 H -2.29 0.43 -1.99  C1 1.096
11 H -1.75 3.04 -0.68  C2 1.085
12 H -0.59 1.91 -1.28  C2 1.082
13 H -2.30 1.40 0.93  N3 1.019
14 H 0.54 1.73 0.46  C4 1.119
15 H -0.27 1.93 1.96  C4 1.089
16 H -0.17 -1.62 2.59  O6 0.996
17 H 0.97 -2.23 0.67  O19 0.987
18 H -0.23 -2.96 -0.11  O19 0.962
19 O 0.38 -3.01 0.64  H17 0.987, H18 0.962
20 H 1.42 2.00 -1.95  O22 0.958
21 H 2.77 2.64 -1.48  O22 0.961
22 O 1.92 2.81 -1.89  H20 0.958, H21 0.961
23 H 3.62 0.57 -0.14  O25 0.960
24 H 4.02 1.18 -1.50  O25 0.957
25 O 4.21 1.20 -0.56  H23 0.960, H24 0.957
26 H -1.84 -2.85 -2.94  O28 0.963
27 H -2.70 -2.99 -1.65  O28 0.968
28 O -1.86 -3.23 -2.06  H26 0.963, H27 0.968
29 H -2.96 -1.86 0.89  O31 0.961
30 H -2.11 -1.02 -0.03  O31 0.976
31 O -2.79 -1.71 -0.05  H29 0.961, H30 0.976
32 H 2.01 -1.99 2.71  O34 0.968
33 H 1.18 -3.27 2.54  O34 0.968
34 O 1.32 -2.52 3.14  H32 0.968, H33 0.968
35 H -0.55 -0.28 -1.89  O37 0.969
36 H -0.37 -1.69 -1.93  O37 0.982
37 O 0.20 -0.90 -1.90  H35 0.969, H36 0.982
38 H 2.42 0.22 -3.37  O40 0.969
39 H 1.90 -0.23 -2.00  O40 0.973
40 O 2.51 0.40 -2.42  H38 0.969, H39 0.973
41 H -2.72 -0.81 3.49  O43 0.966
42 H -1.91 -1.71 2.71  O43 0.978
43 O -2.86 -1.60 2.95  H41 0.966, H42 0.978
44 H 1.89 4.03 -0.01  O46 0.957
45 H 0.86 4.73 -0.92  O46 0.958
46 O 1.44 4.86 -0.16  H44 0.957, H45 0.958

Properties
Multiplicity: 1
Structure (SMILES): CCNCC(=O)O.O.O.O.O.O.O.O.O.O.O
M: 283.27 u
Total energy: -30678.8373 eV
HOMO energy: -0.3824 Eh
Charge: 0
Kohn-Sham gap: 0.384 Ha
LUMO level: 0.04 eV
Relative energy (zero: lowest compared OMol25 entry of this formula, charge and spin): 257.6 kJ/mol



5.
Here is a cluster of 2 separate species, C11H11N in total at a distorted geometry from the OMol25 dataset. Energies are from the ωB97M-V functional and the def2-TZVPD basis.

Each atom is followed by the atoms it is bonded to, with distances in Å.
Element x y z (Å)
1 C 1.74 1.21 0.76  C2 1.319, C6 1.414, H12 1.046
2 C 2.07 0.10 1.40  C1 1.319, C3 1.470, H13 1.087
3 C 2.60 -1.05 0.66  C2 1.470, C4 1.394, H14 1.124
4 C 2.62 -1.07 -0.74  C3 1.394, C5 1.385, H15 1.071
5 C 2.18 0.11 -1.33  C4 1.385, C6 1.397, H16 1.110
6 C 1.75 1.25 -0.65  C1 1.414, C5 1.397, H17 1.049
7 C -3.18 1.12 -0.06  C8 1.401, H18 1.048, N23 1.350
8 C -1.78 0.98 -0.02  C7 1.401, C9 1.399, H19 1.041
9 C -1.19 -0.28 -0.08  C8 1.399, C10 1.357, H20 1.066
10 C -2.05 -1.32 0.04  C9 1.357, C11 1.406, H21 1.055
11 C -3.44 -1.09 0.09  C10 1.406, H22 1.079, N23 1.306
12 H 1.55 2.09 1.30  C1 1.046
13 H 1.93 0.10 2.48  C2 1.087
14 H 2.98 -1.91 1.27  C3 1.124
15 H 3.06 -1.93 -1.18  C4 1.071
16 H 2.30 0.21 -2.43  C5 1.110
17 H 1.44 2.13 -1.11  C6 1.049
18 H -3.43 2.13 0.04  C7 1.048
19 H -1.15 1.81 -0.05  C8 1.041
20 H -0.16 -0.40 -0.36  C9 1.066
21 H -1.73 -2.32 -0.04  C10 1.055
22 H -4.09 -1.94 0.05  C11 1.079
23 N -4.02 0.07 -0.04  C7 1.350, C11 1.306

Properties
Multiplicity: 1
Structure (SMILES): c1ccccc1.c1ccncc1
M: 157.22 u
Total energy: -13074.2023 eV
HOMO energy: -0.3450 Eh
Charge: 0
Kohn-Sham gap: 0.377 Ha
LUMO level: 0.88 eV
Relative energy (zero: lowest compared OMol25 entry of this formula, charge and spin): 161.8 kJ/mol